62
Properties=species:S:1:pos:R:3 method="wB97M-V/def2-TZVPD" e_tot_ev=-222873.2868 s2=15.76 de_lowest_kcal_mol=15.7 charge=-1 lumo_ev="2.421 / 2.405" spin_multiplicity=8
Eu 0.093 0.638 -0.318
C -2.817 2.575 0.063
N -2.070 2.064 -1.078
C -1.566 3.176 -1.883
C -0.420 3.921 -1.165
N 0.279 2.988 -0.300
C 1.291 3.410 0.468
C 1.707 2.575 1.535
F 0.967 1.426 1.736
C 2.749 2.825 2.389
F 3.043 1.963 3.366
C 3.471 3.998 2.246
F 4.519 4.272 3.053
C 3.088 4.886 1.254
F 3.772 6.034 1.111
C 2.032 4.618 0.406
F 1.749 5.548 -0.537
C -2.885 1.135 -1.855
C -3.203 -0.145 -1.064
N -2.051 -0.528 -0.261
C -2.091 -1.653 0.455
C -1.017 -1.927 1.346
F -0.064 -0.946 1.485
C -0.841 -3.078 2.073
F 0.236 -3.221 2.849
C -1.790 -4.084 1.999
F -1.636 -5.241 2.676
C -2.898 -3.865 1.199
F -3.842 -4.819 1.121
C -3.055 -2.703 0.470
F -4.183 -2.615 -0.281
H -3.720 3.119 -0.258
H -2.182 3.250 0.636
H -3.115 1.751 0.710
H -2.370 3.893 -2.112
H -1.195 2.770 -2.828
H -0.832 4.754 -0.578
H 0.222 4.362 -1.933
H -2.321 0.868 -2.753
H -3.834 1.597 -2.172
H -3.484 -0.913 -1.793
H -4.084 0.021 -0.430
C -1.018 -2.528 -2.545
C 0.128 -2.714 -1.594
C 0.474 -3.995 -1.118
C 1.532 -4.141 -0.270
C 2.305 -3.016 0.092
C 3.469 -3.047 0.887
Br 4.056 -4.681 1.662
C 4.215 -1.916 1.086
C 3.816 -0.697 0.538
Br 4.963 0.798 0.698
C 2.624 -0.542 -0.179
O 2.202 0.572 -0.664
C 1.884 -1.764 -0.420
N 0.783 -1.635 -1.216
H -0.867 -3.146 -3.434
H -1.078 -1.484 -2.842
H -1.966 -2.826 -2.090
H -0.110 -4.856 -1.419
H 1.805 -5.113 0.121
H 5.130 -1.964 1.660